No. 1
17
Properties=species:S:1:pos:R:3:forces:R:3 method="wB97M-V/def2-TZVPD" smiles=CNC[C@@H](C)O spin_multiplicity=1 e_tot_ha=-288.9665 lumo_ev=0.940 gap_ev=9.46
C 0.95362 0.25162 -0.75256 -1.0166 0.6418 -0.8376
C -0.65596 0.40717 -1.05910 1.6475 -0.3400 0.6339
C -1.50151 -0.76279 0.91184 0.7148 -0.1058 -0.0618
C 1.53020 0.58586 0.62522 -0.4826 -0.0876 -0.3159
N -1.58962 0.37460 0.02777 -0.2584 0.9059 0.5147
O 1.39913 -1.01762 -1.19062 0.0494 -0.4690 0.1337
H 1.05784 -1.68465 -0.58216 0.0541 0.0270 -0.0693
H -1.54911 1.24540 0.56584 -0.0453 -0.4669 -0.2802
H 1.42010 0.93587 -1.47190 -0.0718 -0.0480 0.0930
H -0.86290 -0.44427 -1.71189 -0.0107 0.1153 -0.1658
H -0.82892 1.33439 -1.60646 0.1417 -0.0602 -0.0775
H -2.32188 -0.70961 1.62937 0.2665 -0.1609 0.1236
H -1.60424 -1.67441 0.32113 -0.1983 -0.0852 -0.0199
H -0.50228 -0.83123 1.40464 -0.8002 -0.0727 0.1280
H 2.59758 0.76713 0.53116 0.0615 0.0729 -0.0193
H 1.40666 -0.24649 1.31558 -0.0492 0.0243 0.0866
H 1.05127 1.46902 1.04213 -0.0025 0.1090 0.1339

***

No. 2
121
Properties=species:S:1:pos:R:3:forces:R:3 method="wB97M-V/def2-TZVPD" spin_multiplicity=1 charge=+1 e_tot_ha=-6644.2267 lumo_ev=-4.626 gap_ev=6.21
C -3.69015 -1.79883 -3.13260 0.6502 0.0169 -0.0435
C -3.28351 -0.51129 -2.34013 0.2800 -0.5273 0.1734
C -1.89950 0.08297 -2.78626 -2.2170 0.7980 0.4408
N -0.85028 -0.92414 -2.53461 0.9225 -0.0681 0.1911
Br 0.80577 -0.39660 -3.31863 -0.0348 -0.0797 -0.1927
C -0.61386 -1.12901 -1.07366 -0.1016 0.5425 1.9524
C -1.91408 -1.42083 -0.25765 -0.1237 -0.2360 0.0524
C -3.20048 -0.69686 -0.78972 0.2906 0.7081 0.5460
N -4.39493 -1.35146 -0.22223 0.2858 0.5339 -0.5640
H -3.78835 -2.67717 -2.46725 -0.1493 0.5202 -0.2622
H -4.62787 -1.64166 -3.69510 0.4552 -0.2042 0.3704
H -2.90402 -2.06285 -3.87978 -0.5671 0.1461 0.2498
H -4.03912 0.27081 -2.54007 0.4379 -0.2115 0.1116
H -1.93175 0.46165 -3.81978 0.3451 -0.6727 0.2636
H -1.74105 0.96723 -2.13320 0.5005 -0.6235 -0.3354
H -1.05476 -1.84309 -2.94125 -0.3215 0.2948 -0.2452
H -0.18689 -0.18302 -0.68109 -0.2256 -0.3731 -0.5589
H 0.17452 -1.88795 -0.90738 -0.5925 0.2134 -0.4274
H -2.09109 -2.51346 -0.10053 0.0805 0.9197 -0.5051
H -1.72393 -1.00177 0.76494 -0.0912 -0.4425 -0.8403
H -3.16579 0.33795 -0.36017 0.3220 -0.4369 -0.5260
H -5.17843 -0.73855 -0.44768 -0.0587 -0.2341 0.1165
H -4.29890 -1.29554 0.78946 -0.0753 -0.3843 -0.0399
C -4.26993 3.45155 3.59397 0.1038 0.2473 0.1057
C -3.97403 2.29367 3.00060 -0.8192 -0.0922 0.0199
C -2.56269 1.89219 2.72868 0.6408 0.3837 0.1776
O -2.33709 0.81529 2.19944 -0.3465 -0.1295 -0.1875
C -1.49957 2.81943 3.10754 -0.2761 -0.4887 -0.2620
C -1.79424 3.98008 3.69938 0.9264 0.1703 0.0577
C -3.20288 4.37072 3.99578 -0.7332 -0.0583 0.0257
O -3.41986 5.42683 4.55054 0.3390 0.0968 0.0045
O -0.83402 4.85805 4.05998 -1.1037 -0.4319 -0.1227
O -4.93386 1.42920 2.61867 0.6309 0.1994 0.0118
H -5.28820 3.75221 3.79817 0.0111 -0.0175 0.0065
H -0.48567 2.52529 2.89038 -0.0621 -0.1204 0.0202
H -1.30680 5.60872 4.46362 0.1348 0.2069 0.0524
H -4.46123 0.67902 2.22480 -0.0054 -0.1634 -0.0046
C -2.04494 -5.65132 1.82138 -0.2645 0.4736 -0.2492
C -1.75698 -6.95562 1.85604 0.6905 0.1754 0.7414
C -2.44023 -7.93131 0.95478 -0.5651 -0.1676 -0.6189
O -2.13212 -9.10406 1.00768 0.2759 0.0326 0.2437
C -3.46312 -7.42149 0.04250 0.1428 -0.2592 0.1803
C -3.75133 -6.12015 0.01129 -0.6424 -0.2597 -0.6068
C -3.05049 -5.14409 0.89106 0.5345 -0.0994 0.6258
O -3.33968 -3.96122 0.80719 -0.1713 -0.1277 -0.1310
O -4.68887 -5.61996 -0.81725 0.5720 0.1386 0.4734
O -0.84094 -7.45226 2.69901 -0.5610 -0.0541 -0.6235
H -1.55611 -4.93459 2.46692 -0.0005 -0.0384 0.0246
H -3.96293 -8.13814 -0.59317 0.0059 0.0178 -0.0021
H -4.70497 -4.66206 -0.64421 -0.1238 0.1205 -0.0020
H -0.82060 -8.41043 2.52591 0.0857 -0.1437 0.0699
C 3.61953 2.89992 2.85493 0.3205 -0.1219 -0.0533
C 2.61191 3.77094 2.94172 -0.4991 -0.7869 0.2057
C 2.82102 5.23357 2.72037 0.5443 0.6201 -0.1464
O 1.86902 5.98516 2.78965 -0.2718 -0.2507 0.0426
C 4.17761 5.69650 2.43071 -0.3499 -0.0339 0.3145
C 5.18532 4.82544 2.34742 0.4600 0.7053 -0.1275
C 4.97228 3.36315 2.54036 -0.3955 -0.4238 0.0390
O 5.91649 2.60310 2.43666 0.1553 0.1685 -0.1002
O 6.44326 5.22425 2.08366 -0.5108 -0.5455 0.0898
O 1.35641 3.37345 3.23137 0.7394 0.8074 -0.3359
H 3.48101 1.83833 3.01079 0.0066 0.0092 0.0167
H 4.31989 6.75562 2.29014 -0.0025 -0.0216 0.0120
H 6.97778 4.41155 2.07777 0.1685 -0.0235 0.0173
H 0.80585 4.18747 3.23575 0.1476 -0.0147 0.2169
C 8.94722 2.41445 6.12517 0.3422 -0.0734 0.1472
C 7.79691 1.98053 5.60575 -0.1551 0.8891 -0.0755
C 7.49175 0.52469 5.48348 0.2414 -0.7517 0.0907
O 6.42117 0.17892 5.02131 -0.1593 0.3213 -0.0481
C 8.50760 -0.42922 5.92705 -0.4026 0.1017 -0.1845
C 9.66024 0.00409 6.44355 0.2120 -0.9390 0.0813
C 9.95382 1.45996 6.59052 -0.2006 0.7416 -0.1004
O 11.00885 1.80584 7.08288 0.1425 -0.3172 0.0473
O 10.61243 -0.84788 6.85723 -0.2786 0.7200 -0.1126
O 6.85301 2.83093 5.16669 0.2290 -0.6178 0.2467
H 9.17764 3.46645 6.22062 -0.0153 -0.0106 0.0077
H 8.28314 -1.48101 5.81815 0.0156 0.0068 0.0170
H 11.33639 -0.28715 7.18676 0.1474 -0.0154 0.0779
H 6.13086 2.26570 4.84239 -0.0854 -0.0620 -0.1346
C 5.88188 8.03199 -0.98700 -0.4082 -0.1796 0.2533
C 6.51076 8.26367 -2.14250 0.7134 0.3938 0.5353
C 5.90929 7.87472 -3.45234 -0.5300 -0.3010 -0.3854
O 6.50873 8.12149 -4.47848 0.2693 0.1230 0.1346
C 4.60954 7.20067 -3.43840 0.2535 0.1076 -0.1797
C 3.98481 6.96752 -2.28314 -0.5940 -0.3658 -0.5543
C 4.57417 7.38045 -0.97702 0.6749 0.3680 0.3437
O 3.95464 7.15904 0.04781 -0.3280 -0.0682 -0.3477
O 2.78938 6.34800 -2.23511 0.5362 0.2614 0.3201
O 7.71301 8.85782 -2.18365 -0.6480 -0.3483 -0.3528
H 6.30655 8.31049 -0.03249 0.0137 0.0057 -0.0223
H 4.19083 6.90809 -4.39120 -0.0067 0.0198 0.0101
H 2.55946 6.30831 -1.29071 -0.0983 0.0194 0.1152
H 7.94541 8.90965 -3.12732 0.1349 0.0765 -0.0908
C -8.13681 0.93965 -5.30800 0.1368 -0.3316 0.3855
C -8.07916 2.17803 -5.80700 -0.5121 -0.3385 -0.7855
C -7.40921 3.28874 -5.06763 0.2859 0.2673 0.5053
O -7.36289 4.39309 -5.56649 -0.1336 -0.0857 -0.2453
C -6.83346 2.99063 -3.75330 0.0301 0.1895 -0.1538
C -6.89695 1.75490 -3.25726 0.3466 0.4540 0.5663
C -7.54166 0.63997 -4.00784 -0.4822 -0.2086 -0.7276
O -7.55146 -0.47378 -3.51606 0.2952 0.0328 0.3535
O -6.37998 1.44429 -2.04931 -0.1088 -0.2384 -0.4749
O -8.61799 2.48355 -6.99613 0.4418 0.1919 0.7103
H -8.61636 0.12646 -5.83482 -0.0040 0.0237 -0.0055
H -6.36617 3.80583 -3.21802 -0.0239 0.0005 0.0000
H -6.56202 0.49541 -1.93107 -0.1995 -0.0915 0.0010
H -8.44179 3.43188 -7.12699 -0.0542 0.1141 -0.1474
C -2.15849 -9.56945 -3.19860 0.1827 0.4957 0.2367
C -1.87339 -10.73337 -3.78887 -1.0039 -0.1904 -0.0503
C -0.46476 -11.15313 -4.05134 0.7638 0.1252 0.0221
O -0.25353 -12.22751 -4.57342 -0.3359 -0.0908 -0.0485
C 0.60847 -10.23520 -3.66576 -0.0927 -0.2836 -0.1362
C 0.32112 -9.07199 -3.07922 0.8560 0.0545 -0.0116
C -1.08536 -8.66525 -2.79326 -0.7854 -0.2870 -0.0774
O -1.29635 -7.59968 -2.23883 0.3609 0.1942 0.0327
O 1.28556 -8.20596 -2.71457 -0.6533 -0.1672 -0.0582
O -2.83708 -11.58213 -4.17366 0.7928 0.2384 0.0861
H -3.17428 -9.25620 -3.00198 0.0002 -0.0340 -0.0177
H 1.62393 -10.54111 -3.87569 -0.0078 0.0065 0.0163
H 0.81751 -7.45452 -2.31506 -0.0048 0.1182 0.0972
H -2.37252 -12.34185 -4.56743 -0.0508 -0.1634 -0.0622

***

No. 3
17
Properties=species:S:1:pos:R:3:forces:R:3 method="wB97M-V/def2-TZVPD" spin_multiplicity=3 e_tot_ha=-761.0655 lumo_ev="0.670 / -1.460" s_squared=2.01 gap_ev="7.15 / 8.25"
C -2.78252 -0.91802 0.98470 -1.6124 -1.5007 1.2709
C 2.15282 -0.04490 0.59139 2.9124 0.0366 -2.7896
C 2.75802 0.86275 -0.48138 1.9059 -1.5127 1.4258
C -1.21075 -0.72023 -0.84661 -1.1899 0.4155 1.0712
N -1.91712 -0.13254 0.36005 3.2885 1.5878 -2.8260
O -0.23678 1.84249 0.07719 -0.2461 -0.1091 0.0227
O 2.37762 -1.21691 0.64628 -0.1578 -0.7469 0.5732
S -1.34770 1.42035 0.95251 -0.7595 -1.1220 0.1590
H -2.99290 -1.87832 0.51173 0.0173 0.3560 0.3528
H -3.46046 -0.48095 1.68129 -0.4246 0.0841 0.4037
H 1.42674 0.47227 1.09390 -2.1551 0.9395 2.2902
H 3.45525 1.65941 -0.24243 0.1763 -0.1316 0.7217
H 1.93220 1.33493 -0.80090 -2.9818 1.9810 -1.6184
H 3.16730 0.28658 -1.27454 0.4639 -0.6358 -0.5959
H -2.02681 -0.71444 -1.63811 1.3942 -0.2238 0.5444
H -0.39939 0.02358 -1.04588 -0.4749 -1.2625 -0.3810
H -0.89552 -1.79605 -0.56917 -0.1563 1.8448 -0.6246

***

No. 4
19
Properties=species:S:1:pos:R:3:forces:R:3 method="wB97M-V/def2-TZVPD" smiles="C=Cc1ccccc1C#[PH2]" spin_multiplicity=1 e_tot_ha=-689.5044 lumo_ev="-0.507 / -1.165" gap_ev="6.72 / 6.22"
C -2.49222 0.03807 1.08906 0.0486 2.0251 -0.3849
C -1.76984 -0.87322 1.84906 -1.3178 -1.1713 -0.6899
C -1.82933 0.76937 0.08172 -0.2381 -1.6926 0.3439
C -0.48209 -1.21551 1.49298 1.1857 -0.9327 1.0980
C -0.46943 0.52077 -0.21168 0.4237 1.6632 -1.0774
C 0.28384 -0.48225 0.51725 -2.5947 0.5141 0.0017
C 0.10030 1.50082 -1.26369 -1.0437 -0.9370 0.3603
C 1.26753 1.57262 -1.91779 0.9126 0.0327 -0.6822
C 1.61213 -0.68920 0.34915 -0.0506 0.6357 0.1614
P 2.85041 -1.79206 0.13008 0.5884 -0.1039 -1.3666
H -3.52775 0.37141 1.33242 0.8343 -0.8057 -0.1747
H -2.41471 -1.52206 2.47245 1.0423 0.4437 0.2354
H -2.49051 1.36683 -0.56082 0.8237 0.2128 0.2745
H 0.04277 -2.01941 2.09924 -0.6486 1.0445 -0.9707
H -0.71680 2.19549 -1.54785 0.9182 -0.0009 0.3542
H 1.55151 2.45181 -2.58948 -0.8124 -1.3353 0.9476
H 2.04069 0.76315 -1.92360 -0.7307 0.8358 0.5014
H 2.64341 -2.19196 -1.29581 0.1755 0.1600 1.2519
H 3.80010 -0.76466 -0.10270 0.4836 -0.5882 -0.1838

***

No. 5
93
Properties=species:S:1:pos:R:3:forces:R:3 method="wB97M-V/def2-TZVPD" spin_multiplicity=1 charge=+2 e_tot_ha=-8347.7128 lumo_ev=-6.356 gap_ev=6.88
Ti 0.53903 0.19083 -0.01623 0.2785 0.6439 0.3361
C -1.48841 -2.14242 2.46266 -0.0830 -0.0293 -0.0114
P -1.57591 -1.36768 0.81149 -0.0532 0.0351 0.0834
C -1.56408 -2.84485 -0.27708 0.0177 0.0910 0.0877
N -2.18115 -3.91447 0.15391 -0.0130 -0.0558 -0.0094
C -2.45946 -4.88947 -0.74028 -0.0372 -0.0713 0.0765
C -3.10275 -6.07641 -0.31554 0.0084 0.0088 -0.0472
C -3.47189 -7.00256 -1.24461 0.0073 0.0191 0.0310
C -3.22303 -6.79237 -2.62561 0.0203 0.0480 -0.0074
C -2.59096 -5.66604 -3.05967 -0.0202 -0.0214 0.0487
C -2.17921 -4.69572 -2.11482 0.0300 0.0119 -0.1136
N -1.47930 -3.61283 -2.52167 0.0871 -0.0321 -0.0270
C -1.11496 -2.74088 -1.61533 0.0389 -0.0040 -0.1260
P -0.00180 -1.37667 -2.12985 -0.0555 0.0631 0.0455
C -1.03857 -0.48991 -3.33500 -0.0053 -0.0505 -0.0444
C 1.45035 -2.11230 -3.12802 -0.0703 -0.0073 0.0287
C 1.63788 -1.27721 -4.40088 -0.0227 0.0045 0.0007
C 2.72194 -2.07172 -2.28099 -0.0259 -0.0492 -0.0129
C 1.24841 -3.56947 -3.55541 -0.0370 0.0402 0.0857
C -3.39283 -0.85456 0.70033 0.0093 -0.0350 0.0325
C -3.75466 -0.54731 -0.75257 0.0613 0.0021 -0.0065
C -3.62234 0.38075 1.57622 0.0675 0.0802 -0.0504
C -4.32821 -1.95770 1.20959 0.0085 0.0260 0.0005
H -2.02113 -3.09237 2.40575 0.0180 0.0444 0.0025
H -1.95719 -1.51757 3.22021 0.0038 -0.0120 -0.0026
H -0.45651 -2.35000 2.72551 0.0531 0.0075 0.0063
H -3.30029 -6.20979 0.73831 -0.0058 -0.0008 0.0372
H -3.97033 -7.90986 -0.93346 -0.0113 -0.0191 0.0095
H -3.53778 -7.54311 -3.33601 -0.0082 -0.0262 -0.0281
H -2.37935 -5.49306 -4.10452 0.0131 0.0113 -0.0508
H -1.39270 -1.19607 -4.08778 0.0067 0.0228 0.0038
H -0.48027 0.31193 -3.81446 -0.0038 -0.0143 0.0106
H -1.89250 -0.06135 -2.81550 -0.0061 -0.0112 0.0040
H 1.77597 -0.21530 -4.21243 -0.0043 0.0132 -0.0107
H 0.80290 -1.39502 -5.08878 -0.0238 -0.0078 -0.0143
H 2.53207 -1.64041 -4.90857 0.0271 -0.0150 -0.0229
H 2.92149 -1.09360 -1.84582 -0.0272 0.0838 0.0169
H 3.56692 -2.33551 -2.91656 0.0732 -0.0097 -0.0568
H 2.67580 -2.78888 -1.46312 0.0018 0.0318 -0.0547
H 0.40737 -3.69721 -4.22681 -0.0969 -0.0044 -0.0525
H 1.11897 -4.23651 -2.70465 -0.0145 -0.0192 0.0318
H 2.15613 -3.87396 -4.08034 0.0150 -0.0131 -0.0167
H -3.15951 0.26747 -1.16144 0.0040 0.0082 0.0041
H -4.79985 -0.24110 -0.79272 -0.0628 0.0127 -0.0061
H -3.65036 -1.42764 -1.38917 0.0099 -0.0174 -0.0256
H -2.99403 1.23158 1.30762 -0.0372 -0.0467 0.0242
H -3.48411 0.15718 2.63477 0.0091 -0.0106 0.0507
H -4.65919 0.69837 1.45975 -0.0279 0.0168 -0.0095
H -4.26561 -2.86795 0.62214 -0.0021 -0.0411 -0.0300
H -5.34987 -1.58175 1.13199 -0.0264 0.0132 -0.0001
H -4.15423 -2.20748 2.25436 0.0125 -0.0065 0.0395
Se 2.74424 1.37543 0.70645 -0.2548 -0.1653 -0.0550
Se -1.13650 2.04768 -0.35745 0.1416 -0.3274 -0.1162
C 0.18806 2.42667 -1.65811 -0.0130 0.0008 -0.1707
C 0.29028 3.58635 -2.41763 -0.0660 -0.1081 0.1164
C 1.36080 3.70998 -3.28127 0.0637 -0.0823 -0.0014
C 2.30906 2.69069 -3.34824 -0.0504 -0.0291 0.0483
C 2.14121 1.57748 -2.55484 0.1147 0.0516 -0.0595
N 1.08195 1.43417 -1.74510 0.0546 0.0255 -0.1029
C 1.68245 1.49097 2.25825 0.1528 0.0362 0.1007
C 2.01336 2.15853 3.43566 0.0207 -0.0644 -0.1194
C 1.08377 2.19326 4.45247 -0.1200 -0.0674 -0.0221
C -0.15456 1.57500 4.26816 0.0579 0.0035 -0.0605
C -0.40691 0.95197 3.06616 -0.1797 0.0067 0.1573
N 0.50051 0.89375 2.08359 -0.0400 -0.2020 0.0014
H -0.45306 4.36424 -2.31616 -0.0021 -0.0097 0.0063
H 1.46871 4.59708 -3.88975 0.0047 0.0224 -0.0170
H 3.16837 2.76326 -3.99766 0.0209 0.0020 -0.0107
H 2.87262 0.77969 -2.55253 -0.0434 0.0615 0.0072
H 2.97249 2.64789 3.52349 0.0254 0.0077 -0.0084
H 1.30499 2.70955 5.37573 0.0053 0.0244 0.0504
H -0.91664 1.60203 5.03215 -0.0247 -0.0005 0.0223
H -1.36957 0.50684 2.86081 0.0806 0.0561 0.0378
C 6.08778 -1.42765 0.64911 -0.0508 -0.0103 -0.0303
C 4.64530 -1.89103 0.56764 -0.0316 -0.0170 -0.0822
N 4.01652 -1.76646 1.88276 -0.2378 0.0134 0.1995
C 2.71947 -1.66839 2.12790 0.1930 0.0435 -0.0947
S 1.54761 -1.95670 0.85806 -0.0143 -0.0327 -0.0304
N 2.29474 -1.43572 3.36461 -0.0225 -0.0161 -0.1605
C 3.14790 -1.24877 4.53686 0.0163 0.0905 0.0613
C 3.65497 -2.55783 5.12338 -0.0038 0.0045 0.0055
H 6.56538 -1.53405 -0.32298 -0.0008 0.0035 -0.0074
H 6.66012 -2.02606 1.35809 0.0161 -0.0302 0.0321
H 6.14441 -0.38028 0.94537 -0.0006 0.0227 0.0028
H 4.58124 -2.93091 0.23853 0.0025 0.0367 -0.0146
H 4.07290 -1.27593 -0.12632 0.0943 -0.0467 0.0793
H 4.65067 -1.72529 2.66855 -0.0296 0.0400 -0.0027
H 1.29687 -1.42696 3.49526 -0.0193 0.0085 -0.0268
H 2.54797 -0.70755 5.26874 0.0320 -0.0274 -0.0210
H 3.96706 -0.57740 4.26166 -0.0105 -0.0149 0.0107
H 2.82345 -3.18026 5.44943 -0.0180 -0.0113 0.0070
H 4.28606 -2.35492 5.98620 0.0218 0.0042 0.0287
H 4.24079 -3.13349 4.40678 0.0144 -0.0123 -0.0212

***

Across the entries above, ΔE to the lowest compared entry with this formula, charge and spin takes the values 31.7; 31.4; 0.0; 66.6; 0.0 kcal per mole, respectively.